The ion C9H18N4S with charge +2 at a distorted geometry, computed with ωB97M-V/def2-TZVPD.

```
32
C9H18N4S | the OMol25 dataset | ωB97M-V/def2-TZVPD
C -2.45334 0.60012 -0.31538
H 2.43455 0.47188 -1.70941
H -1.28557 1.83591 -1.50827
H 2.33491 2.15794 -1.66516
C 2.54107 1.34294 -1.12714
H -4.72666 0.87421 0.34243
N -3.49079 -1.33937 0.57080
H -3.27728 -2.32339 0.79863
C 0.62198 -2.28991 0.38798
N 0.74646 0.20677 0.21119
H 2.49442 -1.24604 0.17957
C 1.45104 -1.04665 0.59442
S -3.67226 1.68355 0.28056
C 1.63123 1.43379 0.01358
H 0.97991 2.43889 -0.01785
H -1.52981 -1.65686 -1.76613
H -1.16246 -3.43457 -0.04027
H -4.46640 -1.29404 0.23355
C -1.31772 -1.26940 -0.72084
N -2.45926 -0.66454 -0.10152
H 1.80719 -0.93961 1.62274
H 0.20290 0.33338 1.15532
H 2.65902 2.72171 1.32370
H 1.20843 -3.09783 0.70157
H 0.25201 -0.09755 -1.89778
C -0.24244 0.08369 -0.87585
H 1.42326 1.56502 2.17478
H 3.61024 1.52247 -1.00574
H 3.23558 1.06558 1.53668
C 2.35426 1.64976 1.38874
C -0.66140 -2.44201 -0.02972
N -1.24307 1.15416 -0.73519
```

Energy in a.u.: -970.21280
Energy above the lowest of the compared OMol25 structures with the same formula, charge and spin in kcal/mol: 15.52
Net charge: +2
LUMO energy in eV: -7.007


A cluster of 2 separate species, C9H18O2S2 in total at a distorted geometry, computed with ωB97M-V/def2-TZVPD.

```
31
C9H18O2S2 | the OMol25 dataset | ωB97M-V/def2-TZVPD
H 3.61023 -2.06934 1.35816
H 2.55218 0.20044 -0.25471
C -0.39409 0.03644 -2.79722
H 2.98658 1.08460 1.28504
C -1.19587 -1.30532 -0.30190
H -0.99987 -2.27952 1.45013
H 0.60316 2.49384 -1.91004
C -0.95825 0.85690 -1.59906
O -2.05528 1.55826 -2.19187
O -1.97228 1.81152 1.24068
C -2.47887 -0.81660 1.82622
H -0.42520 2.34057 -0.33467
H 0.35387 0.58642 -3.25251
S -2.63596 0.65467 0.74153
H -3.57413 -0.84636 1.99249
H -0.49751 -1.95666 -0.85763
C -1.42643 -0.02934 -0.52720
C 0.15820 1.83272 -1.09669
S 1.03416 -0.16381 1.67029
H 4.53209 -0.48285 0.50271
H -2.53135 -2.75364 0.80493
H -1.17067 -0.35345 -3.40192
H 1.41147 1.11109 2.07982
H 0.95151 1.29024 -0.56406
H 4.14297 -0.57722 2.19549
C -1.86126 -1.91817 1.02105
H -2.63020 2.12088 -1.56151
H -1.95714 -0.76122 2.77578
C 3.79063 -0.88379 1.27035
C 2.61161 0.10043 0.85872
H 0.02570 -0.88176 -2.42237
```

Energy in a.u.: -1300.42257
Energy above the lowest of the compared OMol25 structures with the same formula, charge and spin in kcal/mol: 47.36
Net charge: 0
LUMO energy in eV: 0.552


A cluster of 3 separate species, C9H18O9 in total at a distorted geometry, computed with ωB97M-V/def2-TZVPD.

```
36
C9H18O9 | the OMol25 dataset | ωB97M-V/def2-TZVPD
H -34.00140 -27.75162 29.09711
H -29.63768 -31.49700 26.48717
H -31.25661 -29.14626 24.29302
C -33.26986 -27.73738 31.70402
C -32.44778 -30.53622 26.28373
C -32.72703 -32.12628 27.97119
O -32.42713 -31.51425 25.50006
H -33.03861 -32.84438 27.36777
H -28.48566 -32.99399 25.93804
H -28.05049 -33.43946 31.30379
H -33.51486 -31.91338 28.53892
O -32.21383 -27.14957 31.34801
H -33.12614 -26.15323 34.03426
C -27.97270 -34.23516 30.70379
H -31.86679 -32.57321 28.44918
O -29.65508 -33.37775 27.77343
H -34.23153 -29.55206 29.06766
H -33.55807 -27.73110 35.01346
C -33.66873 -28.54235 29.52347
H -31.92446 -27.50336 34.13362
O -32.45111 -30.74461 27.61081
O -32.28968 -29.26906 25.97461
H -33.03524 -29.38229 24.00430
H -32.62652 -28.66949 29.41077
O -27.42705 -33.60080 28.04792
O -28.95344 -34.24598 29.67972
C -28.57581 -33.72313 28.46164
C -32.18419 -28.89093 24.59132
H -26.93576 -34.39060 30.11843
H -28.24636 -34.94699 31.61991
O -33.70820 -27.81604 32.99319
H -30.14731 -32.73956 25.67209
H -32.06704 -27.78403 24.61289
C -29.50634 -32.65941 26.52843
O -33.97273 -28.34691 30.94746
C -33.06748 -27.19017 34.12494
```

Structure (SMILES): COC(=O)OC.COC(=O)OC.COC(=O)OC
Energy in a.u.: -1030.71074
Energy above the lowest of the compared OMol25 structures with the same formula, charge and spin in kcal/mol: 122.67
Net charge: 0
LUMO energy in eV: 0.568


The molecule C9H18Si at a distorted geometry, computed with ωB97M-V/def2-TZVPD.

```
28
C9H18Si | the OMol25 dataset | ωB97M-V/def2-TZVPD
H 3.13358 0.83088 1.08340
H 1.52876 -1.92145 -1.78815
H -3.35190 -1.38915 -1.34043
H -0.89413 3.21856 -1.64850
H -0.17568 -1.24103 2.27396
H 0.59927 2.77326 0.15673
C 0.86988 -1.54273 2.16526
H 0.79503 -3.00840 -0.48121
C -1.19401 2.48298 -0.81610
H -2.76326 1.68378 -2.15265
H -0.22448 -1.69155 -1.03945
Si 1.39227 -0.67217 0.43779
H 1.16273 -2.60315 2.13357
C -2.11163 1.36256 -1.37792
H 3.30895 0.33631 -0.66303
C 0.22676 0.85045 0.59101
C -2.22669 0.21967 -0.75054
C 0.18290 1.94582 -0.38723
C 3.20693 0.00512 0.34389
H -1.85664 2.91721 -0.03821
C -2.91668 -1.01519 -0.44036
H 1.31283 -1.23857 3.10880
H -2.22319 -1.68808 0.14692
H 0.84085 1.68696 -1.25272
H 0.04139 1.05362 1.63946
H 4.06765 -0.54436 0.70569
C 0.88908 -2.02355 -0.86911
H -3.62057 -0.78783 0.25915
```

Energy in a.u.: -643.03218
Energy above the lowest of the compared OMol25 structures with the same formula, charge and spin in kcal/mol: 90.16
Net charge: 0
LUMO energy (spin up / spin down) in eV: 0.666 / 0.491


A structure of composition C9H19AsF6MnO15S2 at a distorted geometry, computed with ωB97M-V/def2-TZVPD.

```
53
C9H19AsF6MnO15S2 | the OMol25 dataset | ωB97M-V/def2-TZVPD
O -2.16662 -2.59716 0.11867
F 2.04835 -2.94557 -0.21101
H -0.50950 3.56643 3.64589
C -0.84032 3.57788 0.63067
C 2.14695 -1.02140 -4.13446
O 1.85869 2.21261 -1.65488
H -2.00608 2.66604 3.58626
H -3.68271 1.92143 -2.09670
H -0.86805 -0.89957 1.73153
C -0.57283 1.88481 4.96252
H -1.49261 -4.85754 -1.23909
O 2.29446 -2.36902 -4.30319
As 3.07716 -1.72890 0.53085
O 2.18287 2.87262 -3.76607
H -1.54105 4.12288 1.26659
H -1.35074 3.63595 -0.32983
F 1.87108 -1.49598 1.80861
O -0.23245 -1.55683 -1.08562
O 0.00147 1.02130 0.38623
O -2.86452 1.69016 -1.61888
H 0.06083 -4.26216 -0.45769
S -1.32458 -2.49339 -1.28624
F 4.08681 -0.51027 1.33658
H -2.35657 -1.51002 2.47798
H 0.48937 1.96957 5.17273
C -1.45903 -2.94824 1.30443
S -0.94366 1.81547 1.15390
O 2.44598 -0.28873 -5.09371
C -2.13546 1.34520 -2.72157
O -2.75932 1.34511 -3.81189
Mn 0.75189 0.40226 -1.50871
H -2.05578 -3.64088 1.91115
O -0.93414 0.97458 -2.62910
C 1.91218 3.10197 -2.60024
H -0.14983 -4.34352 -2.26124
O 1.76022 -0.66580 -2.98349
F 2.18260 -0.37463 -0.28189
H -0.84451 0.82928 4.83373
C -0.62376 -4.20520 -1.29246
F 3.77840 -3.04116 1.48849
H 2.60930 -2.32466 -5.22985
H -1.24258 2.11116 5.79369
F 4.21595 -1.77325 -0.75493
C -0.92385 2.54865 3.65276
O -2.28608 1.39941 1.41675
H -0.52497 -3.50324 1.22562
H 1.62134 4.35613 -1.25974
H -0.78301 -2.02756 3.13421
O -2.24543 -2.35407 -2.35971
C -1.32059 -1.75436 2.22703
O -0.16665 1.92777 2.61204
O 1.60301 4.39812 -2.22604
H 0.20839 3.79631 0.78931
```

Energy in a.u.: -6265.61744
Energy above the lowest of the compared OMol25 structures with the same formula, charge and spin in kcal/mol: 9.72
Expectation value of S²: 8.75
2S+1: 6
Net charge: -2
LUMO energy (spin up / spin down) in eV: 3.696 / 3.695


A structure of composition C9H19Cl2EuI2O3P2 at a distorted geometry, computed with ωB97M-V/def2-TZVPD.

```
38
C9H19Cl2EuI2O3P2 | the OMol25 dataset | ωB97M-V/def2-TZVPD
H -0.91209 -5.01876 -1.53019
C -1.28313 3.46141 -1.20172
Eu 1.08880 0.30191 0.87043
H -1.40690 -3.45914 1.69411
I -1.31667 -0.75812 -1.14153
H -2.30836 -3.91469 -1.23590
H -1.28591 3.76094 1.72731
H 0.44450 3.68890 2.15942
O 2.87813 -2.71336 2.99015
H 3.75941 -0.72735 4.30383
H -1.15417 -3.55437 -2.54514
H 1.12090 4.75762 -1.09452
H -0.14188 4.97111 1.03698
C 2.25266 -1.66447 2.95782
C -0.26691 3.92507 1.35322
H -1.25328 2.88889 -2.13935
H -1.09417 4.52982 -1.40065
O 1.15822 -1.42249 2.29490
H 0.37932 -3.64188 1.83010
C -1.25956 -3.98118 -1.54604
H 2.06623 -3.39019 0.08901
C -0.50076 -3.82641 1.19018
C -1.03454 0.94089 2.53652
I 2.15489 0.10598 -2.14271
C 1.46451 3.74039 -0.84737
H 2.30223 3.76926 -0.13509
H -2.25995 3.32462 -0.71491
H 1.81969 -2.69471 -1.58667
H 1.78272 3.18665 -1.74428
Cl 1.66228 -0.36873 5.26247
O -1.82321 0.80207 3.35936
Cl 2.88775 1.13241 2.96598
P -0.26160 -2.99120 -0.41277
H -0.59663 -4.89891 0.93576
C 1.45059 -3.42222 -0.83575
H 1.41846 -4.45091 -1.24718
P 0.03590 2.87085 -0.10202
C 2.75221 -0.51449 3.91744
```

Energy in a.u.: -3488.34317
Energy above the lowest of the compared OMol25 structures with the same formula, charge and spin in kcal/mol: 0.00
Expectation value of S²: 12.11
2S+1: 7
Net charge: +2
LUMO energy (spin up / spin down) in eV: -9.539 / -8.682


A cluster of 2 separate species, C9H19Cl2FO4PS in total at a distorted geometry, computed with ωB97M-V/def2-TZVPD.

```
37
C9H19Cl2FO4PS | the OMol25 dataset | ωB97M-V/def2-TZVPD
H -2.13641 -3.02527 -0.44491
F -5.59904 1.93130 -0.29221
H -1.08466 -1.24011 -1.22937
O -3.06140 -0.95277 -0.45687
H 5.66604 -0.44041 3.60053
H 1.39190 -1.09476 -1.17851
C 5.23857 0.30853 2.92930
H -3.01140 2.23232 -2.06782
H 0.60582 -0.41002 0.39735
H 1.08191 2.11381 -0.66978
C -2.41000 -1.99469 -2.60773
H 2.07497 0.21185 4.80625
C -4.13194 1.58824 -0.17802
O -2.25625 -0.55030 -2.88793
H 2.46234 -0.05646 -0.02672
Cl -0.31602 0.41703 -3.89768
P -1.81853 0.02238 -1.27043
Cl 2.30668 1.31672 -2.67008
O 3.15967 -1.32272 2.51631
H -3.92839 -2.74035 -1.10662
H -4.11197 0.71918 -2.28525
O -3.61668 1.66386 1.05354
H -1.45907 -2.63899 -2.86073
H 3.69863 -0.41815 5.18620
H 5.48124 1.31278 3.28456
H -0.84409 2.20357 -2.28218
C 1.35756 -0.14475 -0.46090
H -1.52206 0.43628 0.09775
H 3.45316 1.33564 4.91902
C -0.48155 1.07568 -2.13359
H -3.24744 -2.57423 -3.21264
C 0.95653 1.16683 -1.35453
C -3.31037 1.21966 -1.55548
H 5.65052 0.17172 1.92538
C -2.82505 -2.28831 -1.04987
S 3.44231 0.11290 2.84671
C 3.14448 0.33203 4.61694
```

Energy in a.u.: -2414.88720
Net charge: -1
LUMO energy in eV: 2.227